ORCA calculation (the ωB97M-V functional and the def2-TZVPD basis) on 2 unconnected molecules or ions with the total composition C6H11ClN in a non-equilibrium geometry.

```
19
Properties=species:S:1:pos:R:3
C -2.5867 0.2782 -1.0944
C -2.8537 1.0627 -0.2077
C 1.1443 -1.7810 0.4305
C -0.0130 -0.0140 -1.6911
C 0.2919 -0.5170 0.8663
C 0.0340 0.3819 -0.2378
N -0.0884 1.6256 0.0254
Cl -2.9705 2.5422 0.5523
H 2.0667 -1.4870 -0.1457
H 0.5696 -2.5280 -0.1495
H 1.4924 -2.3003 1.2867
H -0.6946 0.7459 -2.1900
H -0.3832 -1.0033 -1.6718
H 0.9980 -0.0724 -2.0804
H -0.6687 -0.9718 1.2325
H 0.8352 0.0615 1.6530
H -2.6783 -0.3320 -1.9413
H -0.5892 2.3432 -0.5698
H 0.1888 1.9983 0.9734
```

LUMO energy: -4.25 eV
Max |F|: 3.435 eV Å⁻¹
E_tot: -749.8014 Ha
Gap between HOMO and LUMO: 10.0 eV
Charge: +1
ΔE to the lowest compared entry with this formula, charge and spin: 47.2 kcal per mole

Computed Löwdin charges, given in elementary charges: C 0.01; C -0.62; C -0.06; C -0.01; C -0.14; C -0.36; N 0.18; Cl 0.75; H 0.10; H 0.09; H 0.06; H 0.11; H 0.07; H 0.12; H 0.16; H 0.14; H 0.06; H 0.15; H 0.18

ORCA calculation (the ωB97M-V functional and the def2-TZVPD basis) on a gas-phase ion, C6H11ClN (charge +1) in a non-equilibrium geometry.

```
19
Properties=species:S:1:pos:R:3
C 2.4872 0.2821 -0.6453
C -1.3467 0.4504 -0.0896
C -0.5181 0.7330 1.1669
C -1.5994 -1.0163 -0.6111
C 0.9140 1.1059 1.0458
C -0.4374 -1.7155 -0.9259
N 1.4695 0.0841 0.1294
Cl -0.3514 -3.0371 -1.8222
H 2.8661 -0.4947 -1.2092
H 3.0278 1.1516 -0.8684
H -2.3805 0.7655 -0.0810
H -0.8411 0.7702 -1.0001
H -0.9542 1.5765 1.5700
H -0.6883 -0.0115 2.0211
H -2.1509 -1.5986 0.1801
H -2.4604 -0.8128 -1.3004
H 1.1746 2.1163 0.8237
H 1.2862 0.9566 2.1238
H 0.5032 -1.3058 -0.5075
```

LUMO energy: -6.39 eV
Max |F|: 3.679 eV Å⁻¹
E_tot: -749.7652 Ha
Gap between HOMO and LUMO: 7.5 eV
Charge: +1
ΔE to the lowest compared entry with this formula, charge and spin: 69.9 kcal per mole

Computed Löwdin charges, given in elementary charges: C 0.04; C -0.15; C -0.21; C -0.23; C -0.20; C -0.47; N -0.06; Cl 0.99; H 0.05; H 0.07; H 0.12; H 0.12; H 0.09; H 0.15; H 0.19; H 0.17; H 0.11; H 0.16; H 0.06

ORCA calculation (the ωB97M-V functional and the def2-TZVPD basis) on C6H11ClO in the gas phase in a non-equilibrium geometry.

```
19
Properties=species:S:1:pos:R:3
C -1.7660 1.6252 -0.6094
C -1.4713 0.2510 -0.1642
Cl -2.8700 -0.6630 0.1110
C -0.2786 -0.4035 -0.1864
C -0.1161 -1.9383 -0.0117
C 1.0279 0.3472 -0.2953
C 1.5162 0.6649 1.1929
O 1.7373 -0.5496 -1.1907
H -2.0207 2.1723 0.3065
H -2.7326 1.3707 -1.2043
H -1.0713 2.3468 -1.2196
H 0.3116 -2.4719 -0.9964
H -1.1114 -2.2958 0.3211
H 0.7917 -2.0055 0.7221
H 1.2127 1.2363 -0.9508
H 2.6726 0.7555 1.2428
H 1.2465 -0.4135 1.7029
H 0.8424 1.2865 1.8183
H 2.0790 -1.3154 -0.5888
```

LUMO energy: 0.80 eV
Max |F|: 4.606 eV Å⁻¹
E_tot: -770.5371 Ha
SMILES string: C/C(Cl)=C(/C)[C@@H](C)O
Gap between HOMO and LUMO: 9.5 eV
Charge: 0
ΔE to the lowest compared entry with this formula, charge and spin: 70.4 kcal per mole

Computed Löwdin charges, given in elementary charges: C -0.14; C -0.74; Cl 0.73; C -0.31; C -0.07; C -0.39; C -0.03; O -0.11; H 0.07; H 0.08; H 0.12; H 0.13; H 0.03; H 0.08; H 0.15; H 0.10; H 0.10; H 0.08; H 0.12

ORCA calculation (the ωB97M-V functional and the def2-TZVPD basis) on a molecular structure, C6H11ClO in a non-equilibrium geometry.

```
19
Properties=species:S:1:pos:R:3
C 1.0381 1.5423 -0.5714
C 1.2070 0.4401 0.4261
C -0.0817 -0.3450 0.4927
C -1.2565 0.2896 1.2635
C -1.9508 0.1937 -0.0820
C -3.3473 -0.4726 -0.4140
H 1.9102 2.3526 -0.5314
H -0.0467 2.1260 -0.4864
H 0.8865 1.0655 -1.5415
H 1.7100 0.7689 1.4379
H 0.1370 -1.3251 0.8367
H -0.9058 1.2596 1.5465
H -1.7799 -0.2631 2.0544
H -2.1182 1.2352 -0.5812
H -3.8883 -0.2092 -1.5178
H -3.9422 0.1630 0.3638
H -3.3642 -1.5852 -0.2556
O -0.8109 -0.4974 -0.7363
Cl 2.6021 -0.6763 -0.1249
```

LUMO energy: 0.85 eV
Max |F|: 4.711 eV Å⁻¹
E_tot: -770.5504 Ha
Gap between HOMO and LUMO: 10.6 eV
Charge: 0
ΔE to the lowest compared entry with this formula, charge and spin: 62.1 kcal per mole

Computed Löwdin charges, given in elementary charges: C -0.15; C -0.65; C -0.40; C -0.05; C -0.37; C -0.06; H 0.12; H 0.13; H 0.07; H 0.13; H 0.12; H 0.10; H 0.12; H 0.14; H 0.13; H 0.09; H 0.07; O -0.08; Cl 0.53

ORCA calculation (the ωB97M-V functional and the def2-TZVPD basis) on a molecular structure, C6H11EuN5P in a non-equilibrium geometry.

```
24
Properties=species:S:1:pos:R:3
C -1.1464 0.6742 -2.5717
C -1.6521 1.3130 -3.7168
C -0.6249 2.0811 -4.3394
C 0.5874 1.9546 -3.6006
C 0.3878 1.1145 -2.4921
Eu -0.0019 -0.9561 0.4219
P -0.3726 -3.7986 -0.1616
H -1.6545 0.0080 -1.8630
H -2.6778 1.2319 -4.0727
H -0.7484 2.6748 -5.2438
H 1.0951 0.7952 -1.7150
H 1.5311 2.4376 -3.8544
H 0.6154 -4.5450 -0.8896
H -1.4979 -4.2434 -0.9370
H -0.5310 -4.7543 0.8986
N 1.1618 2.1376 3.8168
N 0.6506 0.8522 3.7156
N 0.8742 -0.0398 4.7237
C 0.6479 -1.2031 4.0921
N 0.4079 -1.0657 2.7779
N 0.4814 0.3008 2.5338
H 0.7112 2.7336 3.1319
H 1.0820 2.4631 4.7723
H 0.6737 -2.1661 4.5732
```

LUMO energy (spin up / spin down): -1.05 / -1.07 eV
Max |F|: 3.951 eV Å⁻¹
E_tot: -1560.3210 Ha
Gap between HOMO and LUMO (spin up / spin down): 4.6 / 4.7 eV
Charge: 0
Multiplicity: 7
ΔE to the lowest compared entry with this formula, charge and spin: 36.7 kcal per mole

Computed Löwdin charges, given in elementary charges: C -0.22; C -0.23; C -0.19; C -0.22; C -0.22; Eu 1.38; P 0.58; H -0.02; H 0.07; H 0.07; H -0.01; H 0.07; H -0.13; H -0.12; H -0.13; N 0.09; N -0.34; N 0.07; C -0.27; N -0.27; N -0.22; H 0.08; H 0.08; H 0.09

ORCA calculation (the ωB97M-V functional and the def2-TZVPD basis) on 2 unconnected molecules or ions with the total composition C6H11F in a non-equilibrium geometry.

```
18
Properties=species:S:1:pos:R:3
C 0.6454 2.0983 0.1765
C 0.7016 0.8819 -0.7643
C 0.9498 -0.3955 -0.4295
C 0.7085 -1.6054 -1.2320
F 1.4788 -0.6664 0.7880
H 1.0413 2.9579 -0.3835
H 1.2279 1.7963 1.0809
H -0.3409 2.2431 0.5137
H 0.3320 1.1236 -1.7087
H 0.3057 -2.3329 -0.5245
H 1.7754 -1.8857 -1.7322
H 0.0319 -1.3498 -1.9717
C -1.9196 -0.6310 0.5759
C -1.0986 -0.3768 1.5833
H -2.1434 0.2021 -0.1571
H -2.2092 -1.5970 0.1856
H -0.9222 -1.0453 2.3204
H -0.5645 0.5828 1.6792
```

LUMO energy: 1.08 eV
Max |F|: 3.916 eV Å⁻¹
E_tot: -334.9829 Ha
SMILES string: C/C=C(/C)F.C=C
Gap between HOMO and LUMO: 9.8 eV
Charge: 0
ΔE to the lowest compared entry with this formula, charge and spin: 48.9 kcal per mole

Computed Löwdin charges, given in elementary charges: C -0.08; C -0.11; C -0.42; C -0.03; F 0.03; H 0.08; H 0.08; H 0.04; H 0.08; H 0.08; H 0.14; H 0.05; C -0.07; C -0.07; H 0.07; H 0.05; H 0.02; H 0.05

ORCA calculation (the ωB97M-V functional and the def2-TZVPD basis) on a molecular structure, C6H11F2N3O5S2 in a non-equilibrium geometry.

```
29
Properties=species:S:1:pos:R:3
N 2.7189 -1.7258 2.5903
C 2.5316 -2.2286 1.5668
O 2.3859 -2.7262 0.3685
C 1.1114 -2.5119 -0.2334
C -0.0813 -3.0351 0.5454
C -0.7619 -2.0505 1.4979
C -1.0511 -0.7538 0.7429
C 0.2703 -0.1708 0.3146
N 0.9815 -1.0685 -0.6405
H 1.1735 -3.0792 -1.1544
H -0.8075 -3.4197 -0.1651
H 0.2776 -3.8909 1.1132
H -1.7067 -2.5017 1.7822
H -0.1586 -1.8318 2.3717
H -1.6283 -1.0077 -0.1469
H -1.5904 -0.0475 1.3585
H 0.8727 0.0277 1.1951
H 0.1208 0.7976 -0.1640
H 0.5520 -1.0080 -1.5649
H 1.9243 -0.6895 -0.7650
N -0.3419 4.3403 -0.8047
S 0.0803 3.5258 -2.0999
O -0.8115 3.6323 -3.2034
O 0.6565 2.2336 -1.8331
F 1.3157 4.4166 -2.5035
S -1.6266 3.8070 -0.0800
O -2.1325 4.7181 0.8838
O -1.5395 2.4150 0.2446
F -2.7351 3.8330 -1.2169
```

LUMO energy: -1.03 eV
Max |F|: 1.868 eV Å⁻¹
E_tot: -1771.7263 Ha
Gap between HOMO and LUMO: 8.3 eV
Charge: 0

Computed Löwdin charges, given in elementary charges: N 0.21; C -0.32; O 0.07; C -0.23; C -0.11; C -0.17; C -0.15; C -0.12; N 0.16; H 0.17; H 0.13; H 0.14; H 0.12; H 0.11; H 0.13; H 0.12; H 0.14; H 0.09; H 0.20; H 0.20; N -0.30; S 0.49; O -0.27; O -0.34; F -0.17; S 0.47; O -0.27; O -0.31; F -0.18

ORCA calculation (the ωB97M-V functional and the def2-TZVPD basis) on C6H11F2NO2S in the gas phase in a non-equilibrium geometry.

```
23
Properties=species:S:1:pos:R:3
O 0.7667 -1.3600 2.0932
C 0.8425 -1.5477 0.7460
O 2.1918 -1.4518 0.1639
C 2.3767 -0.2255 -0.6261
C 2.5572 1.1489 0.2487
F 2.6501 0.9328 1.7213
N -0.4339 -1.8873 0.0103
F -0.3237 -1.7601 -1.3328
C -1.6498 -1.1900 0.5758
C -1.5211 0.4376 0.7179
C -1.4953 1.2606 -0.7015
S -2.5632 0.5108 -2.0599
H 3.3919 -0.3769 -1.2360
H 1.5508 -0.0200 -1.4299
H 3.5394 1.6901 -0.1575
H 1.6080 1.8276 -0.0005
H -2.5802 -1.5611 -0.0409
H -1.8058 -1.6141 1.6790
H -2.4963 0.8004 1.3032
H -0.6028 0.7652 1.3851
H -0.3853 1.4917 -1.0752
H -1.9619 2.3353 -0.4720
H -3.6560 -0.2066 -1.5123
```

LUMO energy: 0.44 eV
Max |F|: 8.926 eV Å⁻¹
E_tot: -1038.1239 Ha
SMILES string: O=C(OCCF)N(F)CCCS
Gap between HOMO and LUMO: 9.8 eV
Charge: 0
ΔE to the lowest compared entry with this formula, charge and spin: 133.3 kcal per mole

Computed Löwdin charges, given in elementary charges: O -0.01; C -0.23; O -0.06; C -0.16; C -0.10; F -0.11; N -0.05; F -0.03; C -0.17; C -0.22; C -0.54; S 0.61; H 0.15; H 0.12; H 0.14; H 0.11; H 0.11; H 0.15; H 0.13; H 0.12; H 0.07; H 0.08; H -0.12

ORCA calculation (the ωB97M-V functional and the def2-TZVPD basis) on a gas-phase ion, C6H11FN (charge +1) in a non-equilibrium geometry.

```
19
Properties=species:S:1:pos:R:3
C -2.7614 -0.8935 -0.3157
C -1.5233 -0.6169 0.2455
C -0.7926 0.7123 -0.0658
F -0.7886 1.5708 0.9315
C 0.6887 0.3083 -0.4990
N 1.2854 1.7112 -0.4377
C 1.3683 -0.4637 0.5844
C 1.6894 -1.7642 0.5659
H -3.2464 -1.8186 0.0750
H -3.4031 -0.2526 -0.8805
H -0.9055 -1.3126 0.7237
H -1.4213 1.2246 -0.8688
H 0.6406 -0.1399 -1.5486
H 1.2125 2.3692 -1.3127
H 2.3376 1.6989 -0.1799
H 0.7561 2.0871 0.3225
H 1.2300 -0.0345 1.5919
H 1.8947 -2.1453 1.4612
H 1.7388 -2.2409 -0.3931
```

LUMO energy: -3.60 eV
Max |F|: 5.771 eV Å⁻¹
E_tot: -389.4883 Ha
SMILES string: C=C[C@@H](F)[C@@H]([NH3+])C=C
Gap between HOMO and LUMO: 10.1 eV
Charge: +1
ΔE to the lowest compared entry with this formula, charge and spin: 26.9 kcal per mole

Computed Löwdin charges, given in elementary charges: C 0.08; C -0.07; C -0.36; F 0.05; C -0.21; N 0.18; C -0.16; C 0.10; H 0.08; H 0.06; H 0.06; H 0.17; H 0.19; H 0.23; H 0.21; H 0.11; H 0.14; H 0.04; H 0.09

ORCA calculation (the ωB97M-V functional and the def2-TZVPD basis) on C6H11FO in the gas phase in a non-equilibrium geometry.

```
19
Properties=species:S:1:pos:R:3
C -2.2423 -1.1849 0.0410
C -1.0145 -0.2058 0.2418
C 0.1290 -0.9035 0.1529
C 1.5253 -0.1683 -0.2682
C 2.0368 0.7494 0.8949
O 2.5390 -0.8093 -0.7476
C -1.3113 1.3531 -0.2942
F -0.1822 2.0914 -0.5356
H -2.6218 -1.3814 -1.1286
H -1.9698 -2.1183 0.6219
H -3.3823 -0.6763 0.5196
H 0.1894 -2.1164 0.1339
H 1.2129 0.6543 -1.0180
H 2.2656 0.3310 1.8182
H 1.1583 1.2331 1.2505
H 2.9484 1.4852 0.9229
H 2.4247 -1.3215 -1.6709
H -1.6374 1.1154 -1.3447
H -2.0678 1.8728 0.4102
```

LUMO energy: 0.63 eV
Max |F|: 7.991 eV Å⁻¹
E_tot: -410.1368 Ha
SMILES string: C/C(=C/[C@@H](C)O)CF
Gap between HOMO and LUMO: 9.8 eV
Charge: 0
ΔE to the lowest compared entry with this formula, charge and spin: 111.8 kcal per mole

Computed Löwdin charges, given in elementary charges: C -0.14; C -0.27; C -0.02; C -0.50; C -0.05; O -0.04; C -0.14; F -0.07; H 0.11; H 0.05; H 0.13; H 0.16; H 0.14; H 0.03; H 0.04; H 0.12; H 0.19; H 0.12; H 0.14

What is the max |F| in the ninth record? 5.771 eV Å⁻¹

Which of these has the highest max |F|? C6H11F2NO2S